# 1
This record from the Open Molecules 2025 dataset describes 7 unconnected molecules or ions with the total composition C24H66FN4O18P2S6. The level of theory is wB97M-V/def2-TZVPD.

```
121
Properties=species:S:1:pos:R:3:forces:R:3
C -2.461 2.323 -2.425 -0.242 0.265 0.506
C -0.837 2.481 -2.636 -0.593 0.691 -0.927
F -0.245 1.402 -3.510 -1.311 2.196 2.319
C -0.019 2.617 -1.183 -0.998 1.039 -1.098
N 1.192 1.682 -1.219 3.394 2.408 0.394
C 2.474 2.128 -1.565 -0.342 0.298 0.638
N 3.689 1.190 -1.647 -1.507 2.615 1.015
N 2.781 3.601 -1.894 -0.806 -3.323 -0.333
P 2.800 3.757 -3.670 2.882 1.543 -2.004
N 4.320 3.846 -4.239 -2.194 0.489 0.794
P 0.938 -0.079 -0.845 0.212 -2.527 -0.606
C 2.156 -0.640 0.560 0.114 -0.075 -0.213
C -0.797 -0.389 -0.106 -0.401 0.732 1.845
H -3.023 1.801 -3.311 1.392 1.029 1.598
H -2.931 3.412 -2.303 1.172 -2.324 -0.334
H -2.740 1.749 -1.430 0.756 1.028 -2.066
H -0.668 3.492 -3.248 -0.164 -2.401 1.241
H 0.267 3.755 -1.101 -0.059 -2.472 -0.055
H -0.763 2.393 -0.303 1.824 -0.018 -1.688
H 4.362 1.598 -2.363 -1.216 -0.387 0.941
H 4.206 1.324 -0.726 -0.884 -0.580 -1.242
H 3.746 3.860 -1.527 -1.460 -0.635 -0.746
H 2.100 2.593 -4.196 0.037 0.796 0.947
H 2.139 4.986 -4.089 -0.302 -1.197 0.772
H 4.489 4.737 -4.763 -0.195 -1.111 0.735
H 2.676 0.317 0.987 -0.859 -2.142 -0.407
H 1.552 -1.267 1.344 1.229 1.563 -1.240
H 2.911 -1.391 0.024 -1.531 1.966 1.207
H -0.732 -1.435 0.465 0.074 2.236 -1.457
H -1.673 -0.429 -0.881 1.897 0.240 1.431
H -0.965 0.421 0.755 -0.128 -1.813 -1.801
O -6.230 1.361 -3.624 -0.031 -0.898 0.177
S -7.010 0.158 -3.432 -0.523 -0.618 -0.437
O -6.513 -0.963 -2.661 -0.005 1.162 -0.560
O -7.512 -0.386 -4.884 -0.316 0.718 1.425
C -6.535 -0.669 -5.879 0.958 -0.491 -0.726
C -5.776 -1.947 -5.569 0.159 -0.039 0.256
C -8.599 0.607 -2.785 -0.118 0.009 -0.183
H -5.852 0.179 -5.998 -0.139 0.010 0.139
H -7.067 -0.792 -6.827 -0.229 0.194 0.323
H -5.180 -1.843 -4.659 -0.045 -0.044 -0.176
H -5.095 -2.202 -6.386 -0.158 0.047 0.047
H -6.470 -2.778 -5.408 0.095 0.111 -0.113
H -9.008 1.430 -3.375 0.110 -0.159 0.048
H -8.459 0.921 -1.748 0.144 -0.071 -0.163
H -9.255 -0.265 -2.820 0.161 0.099 -0.037
O 2.364 -2.284 4.318 -0.870 0.678 0.135
S 1.053 -1.988 4.852 -0.054 -0.343 1.151
O 0.314 -0.804 4.462 0.735 -0.595 -0.138
O 1.116 -2.052 6.480 -0.611 -0.630 -1.661
C 2.048 -1.217 7.156 0.795 1.018 0.633
C 1.606 0.235 7.148 -0.062 0.255 -0.244
C 0.004 -3.396 4.600 -0.010 -0.062 0.193
H 3.049 -1.329 6.725 -0.162 -0.099 -0.070
H 2.101 -1.566 8.192 -0.164 -0.227 -0.292
H 1.601 0.642 6.133 0.038 -0.041 0.093
H 2.280 0.851 7.750 -0.095 -0.205 0.049
H 0.588 0.331 7.539 0.171 -0.034 0.064
H 0.530 -4.297 4.922 -0.045 0.200 -0.018
H -0.224 -3.455 3.534 0.121 0.112 0.119
H -0.919 -3.257 5.167 0.171 0.029 -0.050
O 2.254 1.378 -6.665 0.686 0.146 -0.264
S 3.670 1.169 -6.873 0.901 -0.332 -0.363
O 4.494 2.134 -7.571 -1.148 -0.712 0.580
O 3.895 -0.298 -7.549 0.060 0.919 1.258
C 3.239 -0.588 -8.777 -0.439 -0.045 -1.209
C 3.885 0.141 -9.942 0.082 0.322 -0.093
C 4.432 0.828 -5.308 -0.072 -0.466 0.045
H 2.171 -0.354 -8.707 0.122 0.055 0.139
H 3.324 -1.667 -8.941 0.099 0.138 0.394
H 3.766 1.223 -9.847 -0.011 -0.150 -0.022
H 3.432 -0.163 -10.890 0.035 -0.078 0.153
H 4.960 -0.064 -9.977 -0.173 -0.054 -0.014
H 3.845 0.075 -4.779 0.048 -0.049 -0.206
H 4.450 1.759 -4.737 0.095 0.124 -0.408
H 5.453 0.481 -5.479 -0.163 0.048 -0.047
O -2.996 3.919 5.498 0.837 0.038 -0.978
S -2.149 3.496 4.404 -0.109 -0.144 -0.002
O -0.824 4.045 4.202 -1.105 -0.185 0.281
O -2.985 3.618 3.010 0.565 -0.803 0.751
C -3.535 4.881 2.656 -0.244 1.112 -0.243
C -2.461 5.849 2.194 0.262 0.182 0.169
C -2.009 1.728 4.442 -0.157 -0.018 -0.171
H -4.111 5.297 3.490 0.128 -0.154 0.002
H -4.236 4.709 1.833 0.103 -0.334 0.217
H -1.775 6.098 3.009 -0.110 -0.024 -0.108
H -2.905 6.783 1.837 -0.040 -0.165 -0.004
H -1.863 5.408 1.391 -0.121 0.044 0.023
H -3.004 1.292 4.559 0.133 0.139 -0.033
H -1.381 1.463 5.295 -0.043 0.164 -0.120
H -1.539 1.390 3.518 -0.035 0.071 0.175
O 3.464 0.292 10.312 0.686 -0.653 0.149
S 4.817 -0.143 10.582 0.554 -0.041 0.591
O 5.258 -1.495 10.303 -0.777 1.055 0.095
O 5.193 0.222 12.126 0.177 0.266 -1.548
C 4.367 -0.289 13.165 -0.680 -0.688 0.832
C 4.589 -1.777 13.375 -0.002 -0.294 -0.184
C 5.945 0.975 9.793 0.061 0.146 0.175
H 3.313 -0.071 12.962 0.145 0.037 -0.130
H 4.636 0.243 14.083 0.141 0.170 -0.375
H 4.271 -2.352 12.501 0.016 0.078 0.125
H 4.019 -2.137 14.236 0.081 0.151 -0.041
H 5.650 -1.990 13.534 -0.154 0.071 0.052
H 5.650 2.002 10.020 0.016 -0.195 0.020
H 5.890 0.798 8.717 -0.108 -0.098 0.177
H 6.956 0.769 10.149 -0.188 -0.016 -0.007
O -3.172 -3.808 -4.953 0.097 -0.750 -0.700
S -2.610 -4.670 -5.969 0.218 -0.560 -0.134
O -3.405 -5.186 -7.064 0.399 0.636 1.139
O -1.847 -5.915 -5.245 0.123 1.267 -0.756
C -2.587 -6.739 -4.352 -0.809 -0.760 0.554
C -3.546 -7.651 -5.098 -0.258 0.022 -0.229
C -1.177 -3.882 -6.656 0.187 -0.106 0.104
H -3.117 -6.127 -3.614 0.082 0.084 -0.157
H -1.865 -7.353 -3.805 0.163 0.327 -0.217
H -4.324 -7.076 -5.607 0.094 -0.073 0.095
H -4.039 -8.343 -4.410 0.155 0.073 -0.008
H -3.015 -8.226 -5.863 -0.033 0.041 0.171
H -0.545 -3.516 -5.845 -0.136 -0.100 -0.096
H -1.519 -3.047 -7.271 -0.118 -0.153 0.130
H -0.640 -4.601 -7.278 -0.131 0.058 0.117
```
Forces are in eV/Å.

For the HOMO energy, the calculation gives -11.681 eV. Its spin multiplicity is 1. The total charge is +1.


# 2
This record from the Open Molecules 2025 dataset describes 12 unconnected molecules or ions with the total composition C24H66N6O18. The level of theory is wB97M-V/def2-TZVPD.

```
114
Properties=species:S:1:pos:R:3:forces:R:3
C -3.649 2.691 -0.564 0.680 -0.056 1.690
C -3.900 3.555 0.643 0.582 -1.135 1.463
O -5.249 3.694 1.073 -0.178 1.140 -0.754
O -3.960 3.389 -1.695 -0.432 0.264 -1.863
H -4.097 1.708 -0.420 -0.715 -0.118 -0.347
H -2.586 2.456 -0.629 0.280 0.112 0.203
H -3.428 4.515 0.436 -0.653 0.385 0.136
H -3.363 3.144 1.498 0.413 -0.096 -0.078
H -5.740 2.875 1.172 0.429 -0.303 -0.139
H -4.793 3.848 -1.563 -0.269 0.066 -0.139
C -5.270 -2.700 0.582 1.585 -0.363 0.308
C -4.619 -1.681 1.538 -1.933 -1.493 0.486
O -4.274 -0.482 0.938 1.507 1.090 -0.720
O -6.445 -2.197 0.065 -0.823 0.897 -0.264
H -5.425 -3.674 1.047 -0.074 0.038 0.675
H -4.514 -2.924 -0.170 0.082 0.218 -0.604
H -3.762 -2.167 2.005 0.326 0.338 -0.250
H -5.328 -1.482 2.341 -0.146 -0.040 0.232
H -5.008 0.058 0.633 -0.518 -0.577 0.081
H -6.816 -2.776 -0.605 0.065 -0.064 -0.018
C 4.749 -0.122 1.843 1.990 1.897 -0.352
C 5.908 0.229 2.839 -1.885 -2.071 -0.680
O 6.344 -1.006 3.401 0.604 0.694 0.094
O 3.642 -0.756 2.406 -0.193 -0.420 0.247
H 5.159 -0.672 0.996 -0.252 -0.461 0.210
H 4.498 0.875 1.479 -0.563 0.159 -0.507
H 5.429 0.896 3.556 0.534 0.231 0.423
H 6.714 0.708 2.282 0.045 -0.044 0.284
H 5.709 -1.292 4.062 -0.056 0.004 0.032
H 3.220 -0.095 2.959 -0.277 -0.068 0.209
C 0.351 -2.824 -3.078 -0.894 -1.320 1.099
C 1.164 -1.874 -3.835 0.415 0.404 -2.010
O 2.478 -2.277 -3.657 2.563 0.842 0.215
O 0.575 -4.231 -3.408 -1.536 1.663 -0.746
H -0.704 -2.562 -3.156 0.035 -0.508 -0.063
H 0.649 -2.628 -2.048 -0.238 -0.275 0.470
H 1.077 -0.838 -3.508 -0.411 0.017 0.305
H 1.030 -1.882 -4.917 -0.765 -0.010 -0.127
H 2.486 -3.201 -3.397 0.407 -0.446 0.153
H 1.382 -4.593 -3.032 0.354 0.160 0.553
C -0.197 4.214 -2.898 0.024 -1.131 -0.805
C 0.856 3.076 -3.071 0.373 1.442 1.350
O 2.015 3.455 -2.341 1.107 -0.425 -0.870
O -0.702 4.204 -1.569 0.012 -0.184 0.189
H -0.987 4.068 -3.635 -0.245 0.035 0.100
H 0.258 5.189 -3.072 0.264 -0.154 -0.121
H 1.200 2.938 -4.096 -0.383 0.155 -0.108
H 0.564 2.115 -2.645 -0.918 -0.101 -0.334
H 1.835 3.719 -1.435 -0.369 0.293 0.706
H -1.660 4.230 -1.514 -0.237 0.042 -0.678
C 1.149 -2.926 2.836 -0.090 -0.126 -0.791
C -0.096 -3.144 1.811 -0.013 0.871 1.649
O -0.786 -4.369 1.980 0.992 -1.181 0.259
O 2.374 -3.521 2.400 0.170 -0.829 -0.431
H 1.045 -3.278 3.862 -1.063 -0.273 -0.177
H 1.531 -1.911 2.946 -1.570 0.719 -0.215
H 0.151 -2.972 0.763 0.561 0.058 0.075
H -0.911 -2.459 2.044 0.662 1.149 0.155
H -1.447 -4.442 1.288 -0.018 0.031 -0.079
H 3.007 -2.800 2.350 0.311 0.073 -0.077
O 6.025 0.039 -1.717 2.191 0.986 1.745
C 5.053 -0.116 -2.428 -1.998 -2.852 -2.422
N 4.993 -1.251 -3.146 0.851 1.102 0.808
C 3.875 0.772 -2.398 -1.092 0.750 -0.281
H 5.654 -1.996 -2.980 0.395 0.140 -0.052
H 4.096 -1.567 -3.486 -1.430 -0.240 -0.346
H 3.111 0.399 -3.079 0.224 -0.307 -0.123
H 4.060 1.800 -2.712 0.268 0.078 0.443
H 3.434 0.723 -1.402 0.239 0.334 0.152
O -1.064 -1.052 -0.510 0.938 -0.498 -0.874
C -0.534 -0.135 0.125 -0.870 -2.838 -1.306
N -1.315 0.540 0.900 -0.520 2.359 2.297
C 0.869 0.240 -0.020 1.777 0.510 -0.433
H -0.903 1.103 1.630 -0.670 0.494 -0.036
H -2.305 0.355 0.828 -0.037 -0.170 0.460
H 1.519 -0.582 -0.320 -0.367 -0.249 -0.128
H 1.389 0.728 0.805 -0.493 0.107 0.331
H 0.858 0.973 -0.827 0.226 0.145 -0.166
O -1.492 2.616 3.117 2.812 -0.100 -2.174
C -2.370 2.496 3.910 -2.766 -0.942 -0.286
N -2.423 3.198 5.004 -0.228 0.959 2.511
C -3.574 1.619 3.648 0.459 -0.580 0.477
H -3.156 3.001 5.669 0.286 0.324 0.054
H -1.629 3.762 5.269 -0.193 -0.030 0.056
H -4.485 2.110 3.990 -0.111 -0.046 -0.471
H -3.461 0.723 4.258 -0.036 -0.143 0.152
H -3.554 1.262 2.618 -0.380 0.336 0.108
O -3.296 -0.261 -4.341 -0.022 0.701 -0.850
C -3.284 -0.718 -3.215 0.207 -3.133 -3.803
N -3.267 -0.006 -2.160 -0.204 2.026 3.760
C -3.256 -2.232 -3.074 -1.044 -0.070 0.970
H -3.280 1.000 -2.250 -0.051 -0.233 -0.017
H -3.234 -0.471 -1.264 0.170 0.418 0.074
H -2.785 -2.560 -2.148 1.040 -0.085 -0.388
H -2.991 -2.695 -4.025 0.448 0.024 0.421
H -4.248 -2.608 -2.825 -0.616 0.305 -0.460
O 1.982 4.285 0.363 0.710 -0.067 -0.193
C 1.226 4.033 1.296 0.245 -0.024 -0.966
N -0.079 3.927 1.079 -1.196 0.031 0.220
C 1.692 3.841 2.680 0.291 -0.601 1.353
H -0.767 3.701 1.783 0.416 0.004 0.199
H -0.402 4.171 0.154 0.279 -0.083 -0.143
H 1.319 4.674 3.275 0.213 -0.011 0.180
H 2.766 3.705 2.810 0.013 0.575 -0.452
H 1.279 2.929 3.110 -0.482 0.021 0.003
O 2.910 -4.457 -2.211 0.771 -0.185 2.442
C 3.036 -4.275 -0.960 0.109 0.967 -2.234
N 2.163 -4.660 -0.057 -1.001 -0.246 0.071
C 4.166 -3.377 -0.433 0.404 -1.371 -0.489
H 1.223 -4.937 -0.298 0.231 -0.471 -0.572
H 2.207 -4.279 0.878 0.505 0.020 0.541
H 3.902 -2.352 -0.693 0.006 0.043 0.366
H 5.084 -3.660 -0.947 -0.049 0.147 -0.386
H 4.428 -3.569 0.607 -0.526 0.452 0.151
```
Forces are in eV/Å.

For the HOMO energy (alpha / beta), the calculation gives -10.886 / -10.886 eV. Its spin multiplicity is 2. The total charge is +1.


Number 1: largest force on an atom 4.180 eV Å⁻¹. Number 2: largest force on an atom 4.931 eV Å⁻¹.